[1]
ORCA calculation (ωB97M-V/def2-TZVPD) on a single C3H2FNO molecule in a non-equilibrium geometry.

Computed properties:
LUMO ... 0.92 eV
E ... -345.306899 Ha
HOMO energy ... -10.25 eV
Energy above the lowest of the compared OMol25 structures with the same formula, charge and spin ... 28.34 kcal/mol
HOMO-LUMO gap ... 11.167 eV

ORCA input file:
```
! wB97M-V def2-TZVPD RIJCOSX def2/J DEFGRID3
* xyz 0 1
F 1.066 0.459 1.554
C 0.307 0.130 0.561
C -0.120 -1.151 0.220
C -0.765 -0.903 -0.912
O -0.637 0.400 -1.249
N 0.048 1.108 -0.322
H 0.005 -2.081 0.692
H -1.367 -1.465 -1.637
*
```



[2]
ORCA calculation (ωB97M-V/def2-TZVPD) on a single C3H2FNO2S molecule in a non-equilibrium geometry.

Computed properties:
LUMO ... -0.63 eV
E ... -818.656920 Ha
HOMO energy ... -10.17 eV
Energy above the lowest of the compared OMol25 structures with the same formula, charge and spin ... 32.88 kcal/mol
HOMO-LUMO gap ... 9.546 eV

ORCA input file:
```
! wB97M-V def2-TZVPD RIJCOSX def2/J DEFGRID3
* xyz 0 1
O 1.837 -0.616 -1.253
C 0.978 -0.352 -0.455
C 0.459 0.973 -0.160
C -0.804 1.133 0.279
O -1.753 0.203 0.615
S -0.958 -1.120 1.447
N 0.300 -1.413 0.252
F 0.025 -2.666 -0.421
H 1.170 1.848 -0.402
H -1.254 2.011 0.098
*
```



[3]
ORCA calculation (ωB97M-V/def2-TZVPD) on a molecular structure, C3H2FO2Sm in a non-equilibrium geometry.

Computed properties:
LUMO (spin up / spin down) ... -9.84 / -9.65 eV
E ... -1023.006580 Ha
HOMO energy (spin up / spin down) ... -15.51 / -17.44 eV
HOMO-LUMO gap (spin up / spin down) ... 5.667 / 7.790 eV

ORCA input file:
```
! wB97M-V def2-TZVPD RIJCOSX def2/J DEFGRID3
* xyz 2 8
H -1.994 2.010 0.200
F -0.546 -0.779 -1.442
O 1.277 -1.009 -0.291
O -1.327 1.682 -0.421
C 0.192 -0.461 -0.415
C -0.389 0.282 1.289
C -0.358 1.017 0.171
H 0.348 0.146 2.078
Sm 2.797 -2.888 -1.169
*
```



[4]
ORCA calculation (ωB97M-V/def2-TZVPD) on a molecular structure, C3H2FO2Tl in a non-equilibrium geometry.

Computed properties:
LUMO ... -0.87 eV
E ... -538.243554 Ha
HOMO energy ... -8.51 eV
Energy above the lowest of the compared OMol25 structures with the same formula, charge and spin ... 47.37 kcal/mol
HOMO-LUMO gap ... 7.635 eV

ORCA input file:
```
! wB97M-V def2-TZVPD RIJCOSX def2/J DEFGRID3
* xyz 0 1
F 0.897 1.608 -0.857
O -0.338 -1.460 -0.227
O -2.293 -0.485 -0.981
C 0.438 -0.547 0.583
C -0.451 0.525 0.436
C -1.298 -0.451 -0.330
H 1.089 -0.911 1.383
H -0.788 1.296 1.126
Tl 2.746 0.424 -1.134
*
```